Here is a 2-piece molecular cluster, C11H15N overall from OMol25. Energies are from ωB97M-V/def2-TZVPD.

Cartesian coordinates (Å):
H  -0.33  3.07  3.18
H  -0.91  -0.96  -4.06
C  1.24  0.01  -2.38
C  -1.30  3.12  2.67
H  -1.11  1.40  1.27
H  -1.10  -2.34  -2.99
H  2.42  1.01  -0.92
C  -0.38  -2.33  -0.14
H  -0.28  2.85  0.84
H  1.53  0.59  -3.23
C  -0.37  -1.67  -3.44
H  -1.04  -2.71  1.83
C  0.35  -1.01  -2.29
C  0.46  -1.53  -0.96
C  0.69  -1.46  1.87
C  -0.27  -2.26  1.23
C  1.62  -0.78  1.11
N  1.83  0.23  -1.15
C  1.32  -0.67  -0.25
H  -1.19  -2.90  -0.57
H  -2.02  2.65  3.29
H  0.83  -1.42  2.94
H  -1.39  4.20  2.62
C  -1.21  2.48  1.29
H  -2.08  2.80  0.72
H  0.33  -2.20  -4.08
H  2.37  -0.16  1.60

Values from the calculation:
* ΔE to the lowest compared entry with this formula, charge and spin: 64.4 kJ/mol
* E_HOMO: -7.83 eV
* SMILES string: Cc1c[nH]c2ccccc12.CC

***

Here is one molecule with the formula CH3NO4 from OMol25. Energies are from ωB97M-V/def2-TZVPD.

Cartesian coordinates (Å):
H  -0.04  -1.41  0.53
O  2.80  0.02  0.05
O  -1.42  1.00  0.27
O  0.77  0.63  -0.21
C  -0.68  0.16  -0.42
H  -0.87  0.21  -1.49
O  -0.92  -1.09  0.12
N  1.66  -0.34  -0.10
H  -1.30  0.80  1.26

Values from the calculation:
* ΔE to the lowest compared entry with this formula, charge and spin: 113.8 kJ/mol
* E_HOMO: -10.54 eV
* SMILES string: O=NOC(O)O

***

Here is C36H37CrF3P2 as an isolated structure from OMol25. Energies are from ωB97M-V/def2-TZVPD.

Cartesian coordinates (Å):
C  -1.82  -1.98  -2.53
H  -0.09  -0.72  4.28
C  2.18  -3.91  2.47
C  -0.02  4.35  1.14
H  0.12  1.04  4.02
C  -1.31  6.08  0.03
H  -2.52  -2.06  -1.70
H  -2.64  0.74  2.69
H  5.58  1.77  -2.12
H  -1.71  7.10  0.01
H  -4.54  0.36  4.24
H  -1.94  -1.14  -0.26
P  0.36  1.79  0.14
H  -1.25  3.23  -1.85
C  0.57  0.05  3.83
H  2.68  -5.66  1.32
C  -1.05  3.91  -1.02
H  1.77  3.72  -1.57
C  -1.70  0.29  -3.83
H  -2.34  1.01  -3.30
C  -2.32  -1.12  -3.65
C  -0.53  5.65  1.11
H  1.55  -0.02  4.32
H  1.53  -1.70  -4.96
H  0.97  -5.17  -0.44
H  -0.20  -1.33  -5.17
H  2.37  -0.30  -0.08
F  3.38  1.26  3.60
H  -1.60  1.14  -1.27
C  1.08  -4.50  0.40
H  2.91  -4.11  3.26
C  3.74  2.87  -1.92
H  -3.39  -0.96  -3.47
F  3.16  2.73  1.96
C  -2.08  -1.35  2.64
C  0.42  -2.51  1.59
H  -0.52  -3.17  -0.20
H  -3.80  -3.86  4.15
C  1.39  -2.77  2.58
H  -2.22  -1.68  -4.60
F  1.79  2.83  3.66
H  4.69  -0.27  -1.02
C  2.42  1.92  2.81
H  4.11  3.77  -2.42
C  1.93  1.72  -0.80
C  -0.28  0.54  -3.38
H  -0.18  -3.55  -4.48
C  -1.55  5.22  -1.05
H  1.69  -0.17  -3.06
H  0.58  3.99  1.98
C  0.58  -1.54  -4.42
C  -3.54  -2.86  3.84
C  -0.28  3.47  0.06
C  4.05  0.61  -1.12
H  -1.88  -3.51  2.59
H  -5.12  -1.93  5.01
C  -0.93  0.74  -0.49
H  1.49  -2.06  3.40
C  -1.16  -0.47  0.11
C  0.25  -3.39  0.53
C  2.42  2.86  -1.46
H  1.13  -3.33  -3.32
C  0.21  -2.86  -3.71
H  -0.30  6.33  1.93
C  0.72  -0.34  -3.52
C  -2.45  -2.66  2.98
H  -0.08  1.54  -2.99
C  4.56  1.75  -1.75
C  -2.88  -0.26  3.04
P  -0.57  -0.98  1.70
C  2.75  0.59  -0.62
H  -2.12  5.55  -1.91
H  -0.64  -3.59  -1.87
C  -4.29  -1.78  4.32
C  2.05  -4.77  1.38
C  -0.75  -2.78  -2.58
H  -1.81  0.54  -4.90
C  -3.96  -0.49  3.89
Cr  1.18  0.51  1.81

Values from the calculation:
* ΔE to the lowest compared entry with this formula, charge and spin: 0.0 kJ/mol
* multiplicity: 5
* <S²>: 6.0742
* E_HOMO (spin up / spin down): -6.59 / -7.02 eV

***

Here is one molecule with the formula C3H4O2 from OMol25. Energies are from ωB97M-V/def2-TZVPD.

Cartesian coordinates (Å):
H  -1.00  -0.44  -1.50
H  0.64  -1.34  0.56
O  -0.06  -1.64  -0.05
C  0.62  0.56  -0.26
H  -0.79  0.49  1.61
C  -0.56  0.58  0.56
H  1.69  0.43  -0.29
O  -0.10  1.77  -0.08
C  -0.45  -0.40  -0.57

Values from the calculation:
* ΔE to the lowest compared entry with this formula, charge and spin: 389.5 kJ/mol
* E_HOMO: -9.26 eV
* SMILES string: O[C@@H]1[C@H]2O[C@@H]12

***

Here is one molecule with the formula H2NPS2 from OMol25. Energies are from ωB97M-V/def2-TZVPD.

Cartesian coordinates (Å):
H  0.03  0.46  0.61
S  -3.21  -1.23  -0.02
S  -3.39  0.80  0.50
N  -0.24  0.11  -0.26
P  -1.80  0.22  -0.93
H  0.40  0.35  -0.93

Values from the calculation:
* ΔE to the lowest compared entry with this formula, charge and spin: 23.7 kJ/mol
* E_HOMO: -8.24 eV
* SMILES string: Np1ss1

***

Here is one molecule with the formula C25H33N5O3 from OMol25. Energies are from ωB97M-V/def2-TZVPD.

Cartesian coordinates (Å):
H  -0.64  -0.91  -2.47
H  2.39  1.95  2.48
H  -3.97  -3.17  -1.58
H  -2.88  -0.98  -2.23
H  0.08  -3.79  1.33
H  -1.29  -1.77  0.99
H  -1.54  3.08  -2.50
C  0.81  -2.10  -1.43
C  -4.01  1.07  1.53
H  2.35  0.37  -4.15
H  -0.37  -0.43  -0.78
H  4.79  -1.39  1.19
C  1.73  1.48  -1.34
H  1.64  -1.45  -1.72
C  -2.01  1.89  0.80
H  -2.89  -0.52  -0.52
C  2.61  1.32  -3.68
C  -0.61  2.62  -2.20
H  2.66  1.03  -1.01
H  3.57  1.20  -3.19
H  -0.21  -4.30  -0.36
C  -0.09  -3.43  0.31
H  2.81  2.66  0.91
N  -3.33  1.90  0.76
H  -5.31  -1.29  -2.51
H  4.40  -3.31  -0.18
H  -3.99  -0.50  3.00
C  1.55  1.71  -2.69
C  -4.09  -2.25  -1.00
O  0.59  0.76  3.01
H  -2.20  -3.24  0.57
H  -5.45  -0.58  -0.90
C  -1.29  1.03  1.64
C  -0.48  -1.29  -1.46
N  1.06  -2.63  -0.10
H  -1.49  -0.46  3.14
C  0.36  2.29  -3.12
C  0.17  1.10  1.92
H  0.20  2.48  -4.16
H  2.70  2.07  -4.46
H  -6.23  -2.12  -1.25
H  -4.19  -2.52  0.05
C  -5.35  -1.51  -1.44
N  -1.61  -2.12  -1.07
H  3.61  -2.39  2.06
C  3.77  -1.77  1.17
H  2.29  -4.15  -0.89
O  -1.44  2.81  0.00
O  4.58  0.87  1.01
N  2.91  -0.62  1.24
H  1.92  -0.79  1.34
C  3.56  -2.61  -0.09
H  3.58  -1.96  -0.96
N  1.04  1.56  0.97
C  2.41  1.77  1.40
C  -1.37  -2.61  0.27
H  -5.09  1.13  1.44
C  0.76  1.80  -0.39
H  2.26  -4.00  0.88
C  3.41  0.63  1.18
C  -2.03  0.17  2.45
C  -0.42  2.39  -0.84
C  -2.85  -1.38  -1.21
C  -3.41  0.17  2.39
C  2.27  -3.43  -0.05
H  0.73  -2.92  -2.16

Values from the calculation:
* ΔE to the lowest compared entry with this formula, charge and spin: 61.2 kJ/mol
* E_HOMO: -8.59 eV
* SMILES string: CCCN1CCN(CCCNC(=O)CN2C(=O)c3cccnc3Oc3ccc(C)cc32)CC1

***

Here is a 10-piece molecular cluster, C11H42N4O10 overall from OMol25. Energies are from ωB97M-V/def2-TZVPD.

Cartesian coordinates (Å):
H  19.51  -6.33  17.75
H  22.43  -8.37  19.12
C  23.26  -12.44  14.75
H  20.11  -7.70  17.02
C  23.11  -10.04  18.64
H  21.10  -10.42  15.61
O  26.58  -5.37  18.97
H  23.16  -8.83  15.13
H  25.29  -10.27  18.40
C  19.67  -7.38  17.88
N  23.82  -12.55  13.59
H  23.78  -14.43  15.01
O  22.16  -13.35  17.85
C  26.11  -11.53  15.95
C  20.14  -10.61  17.13
H  19.16  -11.10  17.11
H  26.98  -12.20  15.96
N  23.30  -13.57  15.34
C  21.77  -11.06  22.00
O  20.68  -10.83  21.17
O  25.03  -8.05  14.59
H  20.32  -9.93  21.29
H  23.02  -10.58  17.72
H  23.72  -6.96  19.46
H  25.83  -7.71  15.07
H  23.82  -11.73  12.98
H  26.34  -10.79  16.64
H  24.55  -11.18  19.75
O  22.70  -11.27  15.16
H  25.27  -11.63  14.30
C  22.47  -6.86  21.90
H  24.28  -13.41  13.20
H  26.41  -7.55  17.39
C  25.57  -6.31  18.78
H  21.44  -6.63  20.31
H  25.27  -12.02  16.41
H  22.31  -10.30  19.23
H  22.82  -14.55  19.45
O  25.86  -10.98  14.70
H  21.23  -13.36  18.03
O  22.94  -8.68  18.36
H  24.83  -8.01  17.98
H  22.54  -12.90  19.77
N  25.62  -7.35  18.04
H  24.33  -5.43  20.08
H  23.81  -7.78  16.27
H  21.35  -11.56  22.92
O  21.93  -7.35  20.70
H  24.52  -9.33  16.15
H  17.92  -7.92  17.03
N  24.40  -6.18  19.39
H  20.19  -7.64  18.80
H  22.19  -10.08  22.28
H  22.93  -13.44  16.27
O  20.41  -9.90  15.95
H  23.40  -6.33  21.68
H  24.89  -9.52  19.95
H  22.56  -7.63  22.63
H  22.56  -11.69  21.53
C  24.11  -8.52  15.56
H  20.82  -11.46  17.23
C  24.56  -10.22  19.22
C  22.92  -13.54  19.02
H  24.03  -13.40  18.80
H  21.82  -6.11  22.34
H  20.22  -10.08  18.03
O  18.34  -7.88  17.93

Values from the calculation:
* ΔE to the lowest compared entry with this formula, charge and spin: 500.1 kJ/mol
* E_HOMO: -8.64 eV
* SMILES string: NC(N)=O.NC(N)=O.CCO.CO.CO.CO.CO.CO.CO.CO

***

Here is C31H47NO2P2S2V as an isolated structure from OMol25. Energies are from ωB97M-V/def2-TZVPD.

Cartesian coordinates (Å):
H  -2.86  3.36  7.67
C  1.27  0.65  -4.88
H  -1.67  2.11  -6.00
H  3.42  1.66  1.67
C  -0.55  -2.53  1.88
V  0.11  -0.66  1.18
O  1.82  2.82  5.05
N  0.43  2.79  2.89
H  3.14  2.81  0.31
C  1.60  -1.73  2.26
H  -2.31  -1.77  -4.69
C  2.67  2.10  1.00
H  0.23  2.50  -4.72
H  -0.84  -1.85  -3.25
H  1.68  -0.95  5.17
C  0.38  1.70  -5.47
H  -0.81  1.30  -2.58
H  3.40  -0.56  2.42
H  -1.47  -3.82  0.45
C  3.20  -0.06  -0.85
H  0.55  -0.41  -7.30
C  0.87  1.66  -1.25
S  0.83  3.58  4.33
H  -1.32  -1.79  -7.23
C  -0.59  -1.63  3.00
C  0.82  -2.61  1.43
H  0.55  0.22  -2.85
H  0.43  -2.45  -2.15
H  1.91  2.61  1.63
H  0.88  2.20  -6.32
H  -2.55  -2.57  1.12
H  3.52  -2.17  3.12
P  1.86  0.79  0.06
S  -1.33  1.23  1.61
H  0.54  -3.78  -0.33
H  -1.78  -0.36  4.24
H  2.84  -1.00  -1.29
H  0.33  0.15  4.89
C  -1.61  -1.10  -5.20
H  -2.11  -3.98  2.10
H  -3.41  1.51  3.78
C  1.18  -0.33  4.40
H  1.25  -1.97  -6.92
H  -2.69  -1.62  3.38
H  -4.27  2.02  6.10
H  -3.00  -0.45  -2.28
C  -3.28  2.38  5.79
H  -0.94  0.84  -6.97
H  1.89  0.45  4.11
H  -0.56  4.15  6.95
H  1.59  2.17  -1.90
C  -0.77  3.26  5.01
C  -2.82  2.08  4.50
H  3.53  -2.00  1.37
H  2.09  -2.89  -0.27
C  -0.78  -1.78  -6.26
C  -1.68  0.23  -5.03
H  -2.38  0.66  -4.30
H  1.86  -4.34  0.73
C  -1.75  -1.40  3.90
C  1.32  -0.64  -5.28
P  -0.87  -0.66  -1.15
C  0.62  -1.17  -6.50
C  0.73  -1.13  3.22
C  1.35  -3.45  0.33
C  -1.21  3.57  6.29
H  -2.81  0.77  -0.96
C  -0.02  0.73  -2.06
H  -0.65  -2.84  -5.99
H  2.02  1.02  -4.19
H  3.60  0.60  -1.65
C  -2.49  3.13  6.67
H  4.01  -0.29  -0.14
H  -1.27  -2.91  -1.88
C  -1.02  1.22  -5.94
H  -1.71  -2.03  4.80
C  -1.73  -3.26  1.35
H  -3.20  -0.92  -0.56
O  1.04  4.99  4.12
C  -0.61  -2.11  -2.21
C  -2.64  -0.27  -1.25
H  0.27  2.42  -0.73
H  1.99  -1.35  -4.80
C  -1.56  2.55  4.11
C  -0.77  2.25  2.90
C  3.09  -1.61  2.28

Values from the calculation:
* total charge: +2
* multiplicity: 2
* <S²>: 0.7856
* E_HOMO (spin up / spin down): -13.58 / -13.58 eV

***

Here is C11H16FN4O8PdS2 as an isolated structure from OMol25. Energies are from ωB97M-V/def2-TZVPD.

Cartesian coordinates (Å):
Pd  -1.23  -0.06  1.79
F  2.51  3.53  -1.25
C  0.74  -1.87  -1.32
H  2.24  -4.12  1.76
O  -2.62  -2.65  4.46
C  0.26  3.58  -0.63
H  2.18  -1.43  -2.87
C  1.27  -1.13  1.04
H  2.59  -2.84  -1.90
H  -1.89  4.15  1.00
S  1.21  0.34  1.95
O  1.72  4.48  -3.76
H  0.97  -2.26  2.64
H  0.29  -2.73  -0.83
N  -0.44  4.47  -3.05
C  -2.07  2.08  0.55
C  0.92  4.26  -2.87
H  -0.54  -4.07  0.46
H  1.30  -2.95  -3.10
O  -1.71  -0.44  3.65
C  1.50  -3.63  1.12
O  -1.15  1.32  0.09
N  -1.06  3.85  -0.90
N  1.32  -2.30  1.66
N  1.31  -0.99  -0.30
C  1.77  -2.30  -2.36
H  -0.20  -4.49  2.11
O  -2.02  -2.19  2.17
C  1.22  3.78  -1.54
O  -0.27  -2.39  3.89
S  -1.65  -2.00  3.62
O  -2.62  4.52  -2.43
O  -2.94  1.72  1.34
H  -0.73  4.79  -3.95
C  -1.47  4.29  -2.13
H  0.48  3.19  0.36
H  1.33  -0.02  -0.55
H  -0.08  -1.33  -1.79
C  0.23  -4.47  1.12
H  -3.04  3.81  -0.29
H  0.47  -5.49  0.81
H  1.96  -3.55  0.13
C  -2.07  3.54  0.11

Values from the calculation:
* total charge: -1
* ΔE to the lowest compared entry with this formula, charge and spin: 138.7 kJ/mol
* E_HOMO (spin up / spin down): -5.42 / -5.46 eV

***

Here is one molecule with the formula C5H8O from OMol25. Energies are from ωB97M-V/def2-TZVPD.

Cartesian coordinates (Å):
H  2.07  1.22  -0.42
H  -2.15  0.76  -0.22
H  -0.15  2.49  0.04
H  -0.83  -0.81  -1.56
C  -0.05  1.41  -0.05
H  0.66  -0.68  1.70
C  1.09  0.77  -0.30
H  -1.04  -1.77  -0.08
C  -0.64  -0.84  -0.49
C  0.87  -0.73  -0.22
H  1.49  -1.33  -0.89
C  -1.19  0.44  0.17
O  1.19  -1.21  1.09
H  -1.33  0.29  1.25

Values from the calculation:
* ΔE to the lowest compared entry with this formula, charge and spin: 78.7 kJ/mol
* E_HOMO: -9.62 eV
* SMILES string: O[C@@H]1C=CCC1

***

Across the entries above, max |F| takes the values 2.0, 3.3, 3.9, 1.0, 3.2, 0.7, 8.3, 5.7, 1.8, 0.3 eV Å⁻¹, respectively.
Across the entries above, calculated total energy takes the values -13140.1241, -10762.3359, -93078.5521, -7266.6486, -32482.1035, -40054.9682, -38518.7009, -104415.1748, -61878.5463, -7361.4400 eV, respectively.